{"formula": "C14H23ClSi", "method": "ωB97M-V/def2-TZVPD", "relative_energy_ev": 0.293, "homo_energy_ev": -8.60, "homo_lumo_gap_ev": 9.44, "energy_ev": -35293.034, "smiles": "CC(C)[Si](Cl)(C(C)C)[C@H](C)c1ccccc1", "charge": 0, "symbols": ["Cl", "C", "C", "C", "C", "C", "C", "C", "C", "C", "C", "C", "C", "C", "C", "Si", "H", "H", "H", "H", "H", "H", "H", "H", "H", "H", "H", "H", "H", "H", "H", "H", "H", "H", "H", "H", "H", "H", "H"], "xyz": [[0.574187, -2.489654, 0.578197], [-1.265703, -0.421624, -4.196553], [-0.953200, 0.876998, -3.872566], [-0.774239, -1.444709, -3.407798], [-0.185917, 1.176435, -2.765250], [0.057244, -1.171929, -2.330376], [0.380518, 0.139552, -2.011501], [1.842567, 1.697918, -0.603266], [-2.205325, -0.758136, -0.168960], [-1.904450, -0.648196, 2.199421], [1.087693, 1.496126, 2.664957], [1.702541, -0.967180, 3.231601], [1.257615, 0.320768, -0.821846], [-1.425223, -0.057583, 0.902204], [1.637286, 0.161813, 2.164771], [0.498344, -0.352950, 0.764303], [-1.862851, -0.622379, -5.036551], [-1.418664, 1.670082, -4.433454], [-1.001051, -2.468382, -3.618963], [-0.013340, 2.222387, -2.546923], [0.318040, -1.974434, -1.635274], [2.676694, 1.732738, 0.108457], [2.211259, 2.146745, -1.529536], [1.075502, 2.399496, -0.279299], [-1.844633, -0.474254, -1.144658], [-2.140720, -1.831371, -0.063753], [-3.250429, -0.508279, -0.194549], [-1.455149, -0.159837, 3.051805], [-1.633277, -1.708181, 2.256388], [-2.993816, -0.644695, 2.293098], [0.930764, 2.171391, 1.854934], [0.115277, 1.398117, 3.157048], [1.844294, 1.982933, 3.324227], [2.405664, -0.799746, 4.022783], [1.876247, -1.906101, 2.750364], [0.753617, -1.135962, 3.759250], [2.086480, -0.359235, -0.975684], [-1.618699, 1.033553, 0.869477], [2.614855, 0.277764, 1.683478]], "forces_ev_per_angstrom": [[0.15, 0.35, 0.47], [0.67, -0.15, 0.65], [-0.64, 0.32, 0.13], [0.55, 0.01, 0.22], [0.66, -0.22, 0.18], [-0.54, -0.33, -0.44], [-0.35, 0.38, -0.20], [0.02, 0.96, -0.34], [0.21, 0.22, -1.30], [-0.04, -0.42, 0.86], [1.01, 0.09, 0.95], [-0.90, 0.62, -0.08], [0.34, -0.03, 0.40], [0.89, 0.36, 0.42], [-0.96, -1.08, 0.39], [-0.98, -0.68, -0.58], [-0.75, -0.30, -0.95], [0.11, 0.26, -0.19], [-0.26, -0.44, -0.17], [0.17, -0.05, 0.22], [0.23, 0.34, -0.76], [-0.34, -0.14, -0.09], [0.12, -0.25, -0.14], [-0.05, 0.14, 0.23], [-0.05, -0.16, -0.34], [0.15, -0.35, -0.04], [-0.65, 0.28, 0.49], [-0.08, 0.13, 0.50], [0.10, 0.07, -0.02], [0.01, 0.32, 0.00], [-0.08, 0.63, -0.66], [0.31, -0.10, 0.23], [-0.76, -0.25, -0.11], [0.75, 0.24, 0.26], [0.56, -0.56, -0.16], [-0.11, 0.39, -0.28], [0.43, -0.31, 0.00], [0.11, -0.38, 0.02], [-0.02, 0.07, 0.26]], "nbo_charge": [-0.445, -0.231, -0.217, -0.185, -0.187, -0.240, -0.020, -0.607, -0.615, -0.611, -0.612, -0.609, -0.762, -0.702, -0.737, 1.835, 0.210, 0.208, 0.209, 0.203, 0.236, 0.217, 0.219, 0.198, 0.224, 0.210, 0.208, 0.199, 0.212, 0.210, 0.209, 0.212, 0.216, 0.208, 0.225, 0.206, 0.247, 0.228, 0.231]}